DFT (the ωB97M-V functional and the def2-TZVPD basis) results for C5H8O as an isolated structure.

Last column: natural (NBO) charge in e.
Atoms and positions in Å:
O -1.48223 -0.20785 1.44943  -0.7039
C -0.28773 0.48931 1.20876  -0.0550
C 0.56962 -0.04162 0.03064  -0.2461
C 0.13341 -1.21204 -0.80773  -0.4188
C 0.11635 0.11987 -1.45392  -0.3704
C -0.43870 1.64735 0.35489  -0.1516
H -1.26082 -1.00879 1.94264  0.4644
H 0.34195 0.54358 2.10730  0.1797
H 1.63812 0.06758 0.18818  0.2313
H -0.82595 -1.65657 -0.56077  0.2349
H 0.92127 -1.90836 -1.08003  0.2249
H 0.91285 0.39825 -2.13544  0.2224
H -0.84653 0.55782 -1.67310  0.2602
H 0.50839 2.21145 0.42916  0.1279

Atoms 1-2, force components in eV/Å:
O -0.01 -0.23 0.13
C 0.15 0.26 -0.08

Gap between HOMO and LUMO, eV: 9.122
Lowest unoccupied orbital energy, Ha: 0.0310

DFT (the ωB97M-V functional and the def2-TZVPD basis) results for C22H23KN6O7 as an isolated structure in a non-equilibrium geometry.

Last column: natural (NBO) charge in e.
Atoms and positions in Å:
K 0.38940 -0.27501 0.36096  0.8873
O 1.25017 1.77645 -2.49042  -0.7263
C 1.26621 2.82216 -1.55422  -0.0680
C 2.44756 2.76619 -0.56759  -0.2585
N 2.11581 1.98623 0.61167  -0.4452
C 1.43519 2.78093 1.61509  -0.3563
C 0.54541 1.92520 2.59092  0.7756
O -0.12004 2.58445 3.39943  -0.7617
O 0.60679 0.69311 2.45404  -0.8107
C 3.28175 1.34966 1.22292  -0.3646
C 4.01939 0.49535 0.24747  0.8305
O 5.00987 0.82556 -0.40843  -0.5261
O 3.45385 -0.77862 -0.02932  -0.5127
H 0.86107 0.98840 -2.08798  0.4969
H 0.32733 2.84855 -0.98772  0.1833
H 1.35744 3.73956 -2.15285  0.1561
H 2.74216 3.79985 -0.29260  0.1576
H 3.28822 2.30756 -1.09486  0.2155
H 0.78603 3.50724 1.12164  0.2093
H 2.15635 3.35794 2.22514  0.1730
H 2.92911 0.76490 2.07448  0.2817
H 3.99241 2.11584 1.58886  0.1852
N -3.04384 2.33429 1.79545  -0.6428
C -1.96924 2.12818 0.95776  0.2554
N -1.86342 1.17865 0.12417  -0.5226
C -2.87988 0.23800 0.02642  0.1216
N -2.72343 -0.86644 -0.69501  -0.3268
N -1.51023 -1.09555 -1.17548  -0.3963
C -1.35402 -2.16416 -1.94032  -0.1395
C -0.10633 -2.51877 -2.46046  0.0703
C 0.02542 -3.65605 -3.31474  -0.2658
C 1.23831 -3.97926 -3.84944  -0.2315
C 2.34908 -3.17701 -3.54213  -0.4683
C 2.14091 -2.08755 -2.70616  0.0827
N 0.99162 -1.75217 -2.16986  -0.5979
C -4.12095 0.48493 0.70834  -0.0890
C -5.29699 -0.25868 0.51237  -0.2766
C -6.44513 0.01224 1.24306  -0.2356
C -6.46331 1.00810 2.19551  -0.3071
C -5.30680 1.77947 2.39807  -0.3354
C -4.16701 1.52746 1.66433  0.2414
H -2.88899 2.86001 2.63942  0.4028
H -1.20902 2.89074 1.01932  0.1568
H -2.21797 -2.79274 -2.20204  0.1370
H -0.86024 -4.24276 -3.53279  0.1842
H 1.34761 -4.83675 -4.51120  0.1747
H 3.32794 -3.39770 -3.94628  0.1789
H 2.96716 -1.43122 -2.45986  0.1620
H -5.28052 -1.04683 -0.22246  0.2174
H -7.34069 -0.57134 1.06415  0.1796
H -7.35250 1.21065 2.78236  0.1776
H -5.30506 2.56416 3.14559  0.1802
C 2.84926 -3.94052 1.16705  -0.2514
O 2.75549 -2.78099 0.37358  -0.4792
C 3.30705 -1.67331 0.92011  0.9872
O 3.65460 -1.60149 2.07312  -0.6364
H 2.36124 -4.72643 0.59590  0.2055
H 2.34571 -3.81100 2.12897  0.1917
H 3.90272 -4.18965 1.34655  0.1734

Atoms 1-2, force components in eV/Å:
K -0.08 -0.90 -1.14
O 0.16 -0.27 0.13

Gap between HOMO and LUMO (alpha / beta), eV: 2.383 / 2.597
Total charge: -2
Lowest unoccupied orbital energy (alpha / beta), Ha: 0.1501 / 0.1507

DFT (the ωB97M-V functional and the def2-TZVPD basis) results for a 2-piece molecular cluster, FNO3S2 overall in a non-equilibrium geometry.

Last column: natural (NBO) charge in e.
Atoms and positions in Å:
N 1.33713 -0.35776 -1.17263  -0.5510
O 3.16659 0.15639 0.30416  -0.8210
O -0.62567 -0.31670 1.19110  -0.8130
O -2.60513 -0.84470 -0.19869  -0.7492
F -1.60101 1.53187 -0.27327  -0.4592
S 1.69287 -0.06439 0.24405  1.3631
S -1.36478 -0.10472 -0.09471  2.0303

Atoms 1-2, force components in eV/Å:
N -1.37 -0.34 -1.41
O -1.45 -0.17 0.39

Gap between HOMO and LUMO (alpha / beta), eV: 7.105 / 8.252
Lowest unoccupied orbital energy (alpha / beta), Ha: -0.1583 / -0.1123

DFT (the ωB97M-V functional and the def2-TZVPD basis) results for C30H55BO2P2V as an isolated structure in a non-equilibrium geometry.

Last column: Mulliken spin population.
Atoms and positions in Å:
V 0.08532 0.02281 0.13527  1.2215
C -0.78028 1.14975 1.69644  0.0357
C -1.73818 0.21800 1.17471  -0.0703
C 0.06294 -0.99944 1.99571  -0.0094
C 0.33983 0.40790 2.19857  -0.0433
C -1.21395 -1.09917 1.35602  0.0705
C -0.93743 2.62526 1.80395  -0.0189
H -1.74857 2.98855 1.16107  0.0059
H -0.01545 3.16055 1.54399  -0.0055
H -1.19391 2.91372 2.83480  0.0007
C 1.50340 1.01548 2.89031  0.0154
H 1.53995 2.09697 2.71371  -0.0011
H 2.46030 0.60982 2.54213  -0.0086
H 1.44117 0.85958 3.97801  -0.0025
C 0.86619 -2.16486 2.45468  0.0136
H 0.72706 -2.34050 3.53274  -0.0013
H 1.93842 -2.04583 2.26678  -0.0117
H 0.55475 -3.08104 1.93629  0.0001
C -1.93960 -2.37281 1.07232  -0.0078
H -2.39812 -2.77177 1.98938  -0.0012
H -1.27490 -3.15219 0.68252  -0.0011
H -2.75218 -2.20926 0.35673  0.0001
C -3.09937 0.53582 0.65052  -0.0047
H -3.85352 0.38875 1.43852  0.0003
H -3.36700 -0.13036 -0.18085  -0.0029
H -3.16884 1.57400 0.31462  0.0005
C -0.36390 3.99770 -6.20096  -0.0002
C -1.48086 4.48876 -5.65435  0.0005
C -2.88554 4.33885 -6.16767  -0.0001
C -3.16322 3.09085 -7.03677  -0.0002
C -2.79773 1.77309 -6.41327  -0.0001
C -1.61189 1.15689 -6.44316  0.0000
C -0.36853 1.60854 -7.15369  0.0004
C -0.25385 3.12624 -7.42013  -0.0001
H -3.16550 5.22334 -6.76936  0.0000
H -2.69061 3.23003 -8.01517  0.0000
H -3.57457 4.34279 -5.30749  0.0001
H -0.97558 3.40552 -8.19569  0.0000
H 0.60399 4.31857 -5.79578  -0.0001
H -1.39485 5.18136 -4.80971  -0.0001
H 0.74019 3.30025 -7.86670  0.0000
H 0.50951 1.27165 -6.57691  -0.0001
H -1.52975 0.15291 -6.00682  0.0000
H -0.29039 1.10003 -8.13271  0.0000
H -4.24912 3.07447 -7.23179  0.0001
H -3.64943 1.24868 -5.95914  0.0000
P 0.02325 1.72608 -1.68981  0.0005
P -0.04789 -1.49107 -1.84140  -0.0255
C 0.16460 0.90416 -3.35484  0.0009
C 0.66118 -0.53893 -3.27666  0.0086
H 0.84424 1.51471 -3.96324  -0.0009
H -0.81929 0.96535 -3.84184  0.0041
H 0.40940 -1.09581 -4.18919  -0.0017
H 1.75337 -0.58676 -3.15871  -0.0006
C 0.76424 -3.11182 -1.78236  0.0104
H 0.24875 -3.76842 -1.06823  -0.0001
H 1.78991 -3.00291 -1.41155  -0.0069
H 0.76103 -3.58678 -2.77388  -0.0016
C -1.73300 -1.88138 -2.42750  -0.0002
H -1.70577 -2.23545 -3.47043  -0.0008
H -2.37405 -0.99017 -2.37380  -0.0024
H -2.17920 -2.66158 -1.79546  -0.0005
C 1.44256 2.86571 -1.58061  0.0028
H 1.41955 3.39513 -0.61614  -0.0022
H 1.41644 3.61315 -2.39031  -0.0020
H 2.38253 2.29128 -1.60450  0.0036
C -1.46659 2.77789 -1.82171  -0.0026
H -2.36919 2.15137 -1.76391  0.0005
H -1.49518 3.33945 -2.77089  -0.0012
H -1.50060 3.48739 -0.98151  0.0008
C 4.73081 -0.26270 2.01538  -0.0001
C 4.51750 -0.28751 0.50551  -0.0056
C 5.73329 0.38391 -0.09832  -0.0004
O 3.34229 0.45902 0.13757  0.0089
B 2.27134 -0.47223 0.03786  -0.1383
O 2.78313 -1.79254 -0.00987  -0.0259
C 4.21002 -1.73243 -0.02220  0.0043
C 4.70056 -1.94002 -1.45329  0.0005
C 4.75093 -2.88290 0.80555  0.0001
H 4.77224 0.76877 2.38304  0.0000
H 5.70682 -0.71066 2.23904  -0.0006
H 3.96996 -0.80419 2.59127  0.0003
H 5.87415 1.37369 0.34905  -0.0001
H 6.61728 -0.21950 0.14037  -0.0001
H 5.65349 0.50088 -1.18376  0.0000
H 5.79742 -1.95721 -1.44177  0.0003
H 4.34841 -2.90852 -1.83264  -0.0006
H 4.36006 -1.14395 -2.13182  0.0005
H 4.41565 -2.86439 1.85150  0.0000
H 4.45718 -3.84119 0.35642  -0.0001
H 5.84680 -2.84440 0.80062  -0.0002

Atoms 1-2, force components in eV/Å:
V 1.86 1.05 -5.15
C -0.62 -0.35 0.58

Gap between HOMO and LUMO (alpha / beta), eV: 5.194 / 5.667
Total charge: +2
Lowest unoccupied orbital energy (alpha / beta), Ha: -0.2939 / -0.2765
⟨S²⟩: 0.79
2S+1: 2

Computed E (Ha) in order:
-270.37425, -2307.31245, -1176.52907, -2977.66413
Computed ΔE to the lowest compared entry with this formula, charge and spin (eV) in order:
4.997, 3.841, 3.228, 0.000